Density functional theory data (ωB97M-V/def2-TZVPD) for a single CH4N6 molecule at a distorted geometry.

## Properties
**Orbital gap**: 10.21 eV
**Net charge**: 0
**Relative energy (zero: lowest compared OMol25 entry of this formula, charge and spin)**: 74.3 kJ/mol
**E_LUMO**: 0.6 eV
**SMILES**: Nc1nnnn1N

Last column: Löwdin charge in e.
Cartesian coordinates (Å):
N -1.45 -1.66 0.00  -0.056
H 2.02 -1.08 0.69  0.119
N -0.15 -1.82 -0.13  0.034
H 0.09 1.99 0.61  0.138
H 2.27 -0.14 -0.89  0.168
N 1.67 -0.27 0.08  0.059
C -0.70 0.26 -0.16  -0.505
N 0.34 -0.56 -0.22  -0.199
N -1.79 -0.40 0.02  0.037
H -1.64 2.00 0.18  0.132
N -0.65 1.66 -0.17  0.071